1.
{
  "formula": "C36H18Cl3LuN8O13",
  "method": "ωB97M-V/def2-TZVPD",
  "symbols": ["Lu", "Cl", "C", "C", "C", "N", "C", "O", "C", "C", "C", "C", "C", "N", "C", "C", "C", "Cl", "N", "C", "O", "C", "C", "C", "C", "C", "N", "H", "H", "H", "H", "H", "H", "H", "H", "H", "H", "O", "C", "O", "C", "C", "Cl", "N", "N", "C", "C", "O", "O", "C", "C", "C", "C", "C", "C", "H", "H", "H", "H", "H", "H", "O", "C", "O", "C", "C", "C", "C", "C", "C", "O", "N", "O", "O", "N", "O", "O", "H", "H"],
  "positions_angstrom": [[11.98033, 11.68607, 12.47124], [18.97447, 11.18207, 12.07335], [17.38899, 10.99542, 12.60986], [16.36937, 11.00342, 11.61461], [14.98394, 10.84198, 11.95009], [13.92034, 10.99657, 11.10479], [14.11602, 11.32169, 9.77313], [14.99468, 12.06827, 9.32911], [13.16481, 10.80472, 8.79863], [13.08314, 11.45062, 7.52429], [12.44912, 10.79112, 6.48804], [11.92721, 9.49597, 6.71034], [11.95694, 9.01920, 8.03164], [12.54483, 9.64157, 9.05002], [14.68567, 10.44554, 13.34480], [15.68916, 10.49170, 14.28925], [17.04012, 10.80776, 14.00772], [18.16530, 11.02819, 15.23610], [13.39447, 10.25286, 13.73138], [13.01170, 9.65144, 14.88007], [13.74100, 9.21668, 15.77219], [11.52263, 9.62832, 15.11987], [11.01452, 9.00745, 16.25235], [9.65472, 9.10119, 16.47128], [8.85591, 9.91438, 15.66509], [9.47970, 10.56058, 14.58989], [10.79781, 10.38057, 14.28611], [16.67626, 11.16988, 10.59299], [13.49104, 12.47514, 7.37158], [12.44325, 11.24752, 5.52940], [11.31694, 8.96679, 5.98090], [11.47284, 8.04295, 8.25612], [15.34538, 10.13914, 15.29142], [11.72325, 8.45974, 16.86909], [9.17144, 8.53992, 17.29382], [7.77027, 10.09311, 15.83278], [8.92898, 11.30912, 14.04265], [6.71914, 12.53606, 8.43612], [7.99409, 12.12819, 8.16377], [8.38692, 12.14779, 7.01551], [8.75685, 11.46438, 9.30784], [8.41068, 10.22659, 9.85198], [7.31657, 9.07861, 9.22739], [9.29733, 9.82806, 10.82810], [10.32362, 10.83012, 10.94802], [9.96887, 11.78313, 10.04904], [10.74462, 13.03460, 9.98582], [10.42317, 13.99550, 9.27616], [11.87318, 12.88617, 10.63495], [9.32644, 8.61807, 11.55538], [10.51651, 7.83338, 11.64236], [10.48681, 6.71644, 12.42153], [9.29692, 6.22770, 12.98361], [8.11213, 6.97574, 12.89275], [8.14150, 8.19191, 12.25345], [6.38586, 12.38079, 9.35753], [11.46348, 8.22279, 11.19116], [11.39328, 6.11051, 12.46982], [9.40224, 5.27434, 13.53817], [7.19351, 6.69895, 13.40941], [7.26039, 8.80048, 12.26732], [9.69929, 14.70900, 14.69585], [10.67980, 14.09744, 14.24559], [10.64493, 13.11959, 13.38523], [12.04442, 14.50262, 14.76904], [12.09533, 15.20732, 16.02223], [13.32945, 15.48562, 16.54885], [14.55364, 15.16554, 15.97872], [14.40618, 14.44449, 14.81212], [13.18245, 14.08125, 14.13489], [13.29492, 13.19966, 13.19195], [15.66323, 14.07160, 14.19143], [16.61994, 13.84201, 14.92854], [15.76778, 14.04294, 12.93018], [13.36681, 16.12355, 17.82723], [14.45562, 16.49895, 18.30583], [12.27709, 16.18712, 18.39906], [11.21456, 15.49633, 16.59820], [15.53321, 15.25960, 16.50766]],
  "mulliken_charge": [2.144, -0.290, 0.585, -1.336, 0.537, 0.326, -0.408, -0.724, 0.739, -0.445, -0.430, -0.699, -0.036, -0.172, -0.198, -0.440, -0.218, -0.279, 0.020, 0.102, -0.861, 0.363, -0.751, -0.330, -0.960, -0.508, 0.467, 0.463, 0.364, 0.451, 0.344, 0.337, 0.564, 0.500, 0.339, 0.376, 0.517, -0.490, 0.367, -0.533, -0.609, 0.590, -0.207, 0.046, 0.596, 0.823, -0.124, -0.780, -0.405, -0.345, 0.055, -0.704, -0.499, -0.686, -0.098, 0.400, 0.329, 0.431, 0.324, 0.345, 0.493, -0.798, -0.028, -0.367, 0.467, -0.846, -0.047, -0.314, -0.077, 0.190, -0.558, 1.091, -0.648, -0.542, 1.003, -0.664, -0.644, 0.540, 0.471],
  "e_tot_ha": -5415.147737,
  "lumo_energy_ev": 3.2,
  "homo_lumo_gap_ev": 4.86,
  "total_charge": -2
}



2.
{
  "formula": "C36H18Cl48F6N2O4",
  "method": "ωB97M-V/def2-TZVPD",
  "symbols": ["C", "C", "C", "C", "C", "C", "C", "C", "F", "F", "C", "C", "C", "C", "C", "C", "F", "F", "F", "C", "C", "C", "C", "C", "C", "C", "O", "F", "C", "O", "N", "O", "C", "N", "C", "O", "H", "H", "H", "H", "H", "H", "H", "H", "H", "H", "H", "H", "H", "H", "H", "H", "H", "H", "C", "Cl", "Cl", "Cl", "Cl", "C", "Cl", "Cl", "Cl", "Cl", "C", "Cl", "Cl", "Cl", "Cl", "C", "Cl", "Cl", "Cl", "Cl", "C", "Cl", "Cl", "Cl", "Cl", "C", "Cl", "Cl", "Cl", "Cl", "C", "Cl", "Cl", "Cl", "Cl", "C", "Cl", "Cl", "Cl", "Cl", "C", "Cl", "Cl", "Cl", "Cl", "C", "Cl", "Cl", "Cl", "Cl", "C", "Cl", "Cl", "Cl", "Cl", "C", "Cl", "Cl", "Cl", "Cl"],
  "positions_angstrom": [[-2.26629, -5.32842, 2.08670], [-2.72570, -3.76763, 2.16895], [-2.49933, -3.06757, 0.72552], [-3.48729, -1.82932, 0.43843], [-2.71963, -0.38172, 0.42347], [-2.61172, 0.09812, 1.93879], [-3.85365, 0.67418, 2.66782], [-5.30889, 0.89842, 2.09958], [-5.54088, 0.55201, 0.74238], [-5.57599, 2.33067, 2.20026], [-6.48579, 0.20585, 2.96261], [-6.26910, -0.77712, 4.14057], [-7.57258, -1.30690, 4.85805], [-9.01881, -0.91167, 4.42187], [-9.22361, 0.05037, 3.20551], [-10.63434, 0.50669, 2.61758], [-10.45959, 1.81290, 2.05834], [-11.65002, 0.50852, 3.62434], [-11.10083, -0.35979, 1.56424], [-7.94861, 0.59805, 2.50785], [-3.62578, 1.13751, 4.16485], [-2.27216, 1.03060, 4.90736], [-1.05808, 0.44726, 4.12000], [-1.20040, -0.02422, 2.63319], [0.12649, -0.55924, 1.93307], [1.17081, 0.67185, 1.78368], [0.78368, 1.86563, 1.81763], [2.58599, 0.45496, 1.62968], [0.20772, 0.48746, 5.08157], [1.43468, 0.29193, 4.83407], [-0.41805, 0.85089, 6.38029], [0.44873, 1.39305, 7.28657], [0.61020, 0.41696, 8.33850], [0.65476, -0.08675, 9.43553], [-1.80551, 1.40698, 6.38035], [-2.38817, 2.00754, 7.31240], [-1.97047, -5.74311, 3.12667], [-1.38420, -5.49303, 1.37770], [-3.15473, -5.97338, 1.71199], [-3.82322, -3.76356, 2.49324], [-2.09753, -3.27325, 3.00837], [-2.53157, -3.90079, -0.05958], [-1.43148, -2.65584, 0.73123], [-4.21286, -1.77874, 1.34188], [-4.10447, -1.99948, -0.52145], [-1.72401, -0.53525, -0.11461], [-3.31465, 0.37130, -0.22615], [-5.22205, -1.06100, 4.48750], [-7.50703, -2.01683, 5.76496], [-9.97023, -1.29367, 4.93779], [-8.08598, 1.29869, 1.61386], [-4.51976, 1.57015, 4.76216], [-0.02358, -1.10129, 0.94291], [0.66152, -1.31527, 2.63177], [2.56794, 0.03131, -1.87762], [1.40302, -1.19650, -1.33002], [3.13801, -0.38204, -3.50944], [1.77893, 1.62325, -1.91093], [3.94878, 0.07728, -0.76177], [-1.27441, 2.25056, 12.38763], [-2.64560, 2.69713, 13.42677], [0.07936, 3.36343, 12.68256], [-0.76688, 0.58913, 12.75852], [-1.76529, 2.35411, 10.68297], [-0.25835, -8.64952, 1.34312], [0.31143, -10.27550, 0.90686], [-0.76088, -8.63607, 3.04748], [1.05596, -7.47746, 1.10372], [-1.63876, -8.21035, 0.31440], [4.71521, 4.20933, -3.77537], [4.35692, 2.71957, -2.87453], [4.01203, 5.60051, -2.92207], [6.47550, 4.41679, -3.89862], [4.01532, 4.09817, -5.40526], [9.48566, 1.91303, -2.02876], [9.56437, 1.29316, -0.36490], [10.27685, 3.50194, -2.10724], [10.31565, 0.78354, -3.12171], [7.78665, 2.07476, -2.52208], [12.22289, 5.80658, -4.57209], [13.46853, 6.62934, -5.53543], [10.69373, 6.70452, -4.68963], [11.99022, 4.15700, -5.19034], [12.73916, 5.73617, -2.87223], [-3.83995, -10.94674, -2.32609], [-4.99375, -12.18252, -1.77920], [-3.27123, -11.34932, -3.96075], [-4.63957, -9.35946, -2.35116], [-2.45606, -10.89397, -1.21332], [15.26380, 8.80785, -8.85942], [13.91347, 9.25714, -7.79549], [16.63036, 9.90850, -8.57914], [15.76480, 7.13957, -8.50726], [14.74642, 8.92559, -10.55526], [-6.26523, 2.48967, 8.02855], [-7.42571, 1.25361, 8.56108], [-5.66186, 2.07482, 6.40617], [-7.06972, 4.07253, 7.97249], [-4.90632, 2.55614, 9.16801], [2.60274, 0.88588, -7.92313], [1.43484, -0.24418, -8.65835], [2.67017, 0.60691, -6.16922], [4.21143, 0.61750, -8.62881], [2.09445, 2.55983, -8.23325], [-0.09048, 2.87582, -11.86388], [1.05006, 4.23703, -11.79100], [0.40839, 1.62385, -10.70558], [-1.72204, 3.44737, -11.45244], [-0.09732, 2.19594, -13.50600], [4.09402, -2.39882, -11.23275], [2.93461, -3.62750, -10.68109], [4.66168, -2.81084, -12.86555], [3.30119, -0.80935, -11.26421], [5.47891, -2.34967, -10.11972]],
  "mulliken_charge": [-0.919, -0.244, -0.445, -0.132, -1.334, 0.363, 0.320, 1.481, -0.278, -0.327, 0.182, -0.211, -0.662, -0.604, 0.073, 0.745, -0.243, -0.239, -0.228, -0.530, -0.288, 0.420, 0.220, 0.422, 0.115, 0.620, -0.505, -0.247, -0.042, -0.558, 0.358, -0.184, 0.498, -0.388, -0.164, -0.424, 0.277, 0.218, 0.242, 0.281, 0.135, 0.468, 0.034, -0.004, 0.336, 0.388, 0.477, 0.408, 0.321, 0.335, 0.335, -0.553, -0.601, 0.400, 0.255, -0.114, -0.054, -0.103, -0.044, 0.298, -0.110, -0.108, -0.089, -0.002, 0.374, -0.116, -0.093, -0.098, -0.085, 0.210, 0.035, -0.105, -0.064, -0.042, 0.244, -0.107, -0.035, -0.109, 0.011, 0.307, -0.048, -0.089, -0.071, -0.098, 0.323, -0.094, -0.093, -0.107, -0.032, 0.361, -0.090, -0.091, -0.099, -0.091, 0.258, -0.101, -0.056, -0.100, -0.043, 0.223, -0.127, 0.053, -0.076, -0.065, 0.257, -0.104, 0.019, -0.099, -0.102, 0.308, -0.099, -0.098, -0.001, -0.098],
  "e_tot_ha": -24480.829949,
  "lumo_energy_ev": -2.0,
  "homo_lumo_gap_ev": 7.78,
  "total_charge": 0
}